Here is a molecular structure, C35H46N4P2PtSSi2 from the OMol25 dataset. Energies are from ωB97M-V with the def2-TZVPD basis set.

Its relative energy (zero: lowest compared OMol25 entry of this formula, charge and spin) is 18.5 kcal per mole. The value obtained for the HOMO energy (spin up / spin down) is -6.56 / -6.56 eV. Its gap between HOMO and LUMO (spin up / spin down) is 6.4 / 6.4 eV.

Element x y z (Å)
Pt1 -0.2759 1.5712 -0.6438
C1 -0.9649 4.2178 2.1076
Si1 0.1940 2.7905 2.4215
C2 -0.0626 2.1414 4.1516
C3 1.9374 3.4412 2.2626
N1 -0.0163 1.4455 1.3377
P1 -0.8732 0.0505 1.4880
C4 -0.9708 -0.2506 -0.1670
P2 -0.5495 -1.6204 -1.1177
N2 0.8931 -1.6827 -1.7252
Si2 1.5080 -1.1438 -3.2064
C5 0.5467 0.3029 -3.9633
C6 1.5217 -2.5091 -4.4885
C7 3.2759 -0.5654 -2.9590
C8 -0.9051 -3.0580 -0.0677
C9 -2.1606 -3.1650 0.5319
C10 -2.4350 -4.2186 1.3886
C11 -1.4569 -5.1751 1.6428
C12 -0.2145 -5.0787 1.0348
C13 0.0625 -4.0195 0.1781
C14 -1.8180 -1.8005 -2.4232
C15 -2.6583 -0.7573 -2.7920
C16 -3.5342 -0.9046 -3.8609
C17 -3.5869 -2.1032 -4.5561
C18 -2.7618 -3.1585 -4.1836
C19 -1.8806 -3.0053 -3.1258
C20 0.0665 -1.0594 2.5749
C21 1.2644 -1.5234 2.0203
C22 2.1206 -2.3081 2.7718
C23 1.7896 -2.6446 4.0787
C24 0.6118 -2.1796 4.6390
C25 -0.2452 -1.3786 3.8930
C26 -2.5427 0.3206 2.1564
C27 -3.2656 -0.6221 2.8862
C28 -4.5862 -0.3681 3.2345
C29 -5.1915 0.8177 2.8509
C30 -4.4901 1.7390 2.0839
C31 -3.1752 1.4869 1.7269
H1 -0.6843 5.0817 2.7158
H2 -1.9963 3.9579 2.3482
H3 -0.9185 4.5140 1.0562
H4 0.1306 2.9247 4.8883
H5 0.6119 1.3066 4.3584
H6 -1.0898 1.7943 4.2926
H7 2.0943 4.2090 3.0263
H8 2.1143 3.9051 1.2907
H9 2.6794 2.6534 2.4213
H10 -0.2612 -0.0691 -4.5997
H11 1.1896 0.9449 -4.5715
H12 0.0736 0.9408 -3.2067
H13 0.4959 -2.7839 -4.7480
H14 2.0181 -3.3975 -4.0900
H15 2.0350 -2.2152 -5.4090
H16 3.2899 0.2890 -2.2772
H17 3.7349 -0.2613 -3.9043
H18 3.8821 -1.3640 -2.5233
H19 -2.9173 -2.4156 0.3224
H20 -3.4088 -4.3028 1.8561
H21 -1.6672 -6.0003 2.3119
H22 0.5418 -5.8285 1.2330
H23 1.0293 -3.9123 -0.3010
H24 -2.6329 0.1631 -2.2196
H25 -4.1834 -0.0853 -4.1447
H26 -4.2756 -2.2201 -5.3836
H27 -2.8076 -4.0968 -4.7225
H28 -1.2259 -3.8212 -2.8390
H29 1.4959 -1.2904 0.9842
H30 3.0404 -2.6723 2.3315
H31 2.4537 -3.2692 4.6633
H32 0.3617 -2.4282 5.6626
H33 -1.1273 -0.9619 4.3583
H34 -2.8120 -1.5720 3.1352
H35 -5.1462 -1.1026 3.7994
H36 -6.2191 1.0151 3.1290
H37 -4.9744 2.6477 1.7489
H38 -2.6487 2.1675 1.0662
C32 3.1808 5.1929 -2.6326
N3 3.3160 4.0691 -1.7377
C33 4.6214 3.4756 -1.4673
C34 4.2779 2.3324 -0.5029
N4 2.8359 2.2237 -0.6777
C35 2.3186 3.2777 -1.3112
S1 0.6605 3.5931 -1.5381
H39 3.6775 6.0694 -2.2140
H40 2.1273 5.4150 -2.7753
H41 3.6299 4.9637 -3.6026
H42 5.2912 4.2133 -1.0251
H43 5.0715 3.1150 -2.3971
H44 4.5235 2.5810 0.5322
H45 4.7681 1.3980 -0.7700
H46 2.2535 1.6108 -0.1214

These are the Mulliken partial charges, in e, on atoms 1 to 5: 2.416, -1.064, -0.269, -0.996, -0.949

=====

Here is 5 unconnected molecules or ions with the total composition C35H46N6O6S2 from the OMol25 dataset. Energies are from ωB97M-V with the def2-TZVPD basis set.

The value obtained for the HOMO energy is -9.14 eV. Its gap between HOMO and LUMO is 9.7 eV. The SMILES is CCCOC[C@]1(CCCCCCCSc2nnco2)COS(=O)(=O)O1.c1ccncc1.c1ccncc1.c1ccncc1.c1ccncc1.

Element x y z (Å)
C1 0.4287 3.1872 1.2513
C2 -0.7503 3.1683 0.2699
C3 -1.3576 1.7612 0.0805
O1 -1.2368 1.2453 -1.2443
C4 0.0799 0.9063 -1.6113
C5 0.3883 -0.6162 -1.6104
C6 -0.8384 -1.5156 -1.5124
C7 -1.4118 -1.7071 -0.0974
C8 -2.9310 -1.5456 -0.0416
C9 -3.5101 -2.0207 1.2897
C10 -5.0231 -2.2926 1.3556
C11 -5.6646 -2.8386 0.0825
C12 -6.0504 -1.7697 -0.9462
S1 -7.6368 -1.0309 -0.4340
C13 -7.4551 0.5495 -1.1324
N1 -7.0853 0.8917 -2.3261
N2 -7.0932 2.2818 -2.3551
C14 -7.4889 2.6532 -1.1875
O2 -7.7270 1.6268 -0.3493
C15 1.5043 -1.0103 -0.5996
O3 2.5971 -1.5864 -1.3409
S2 2.1688 -1.9178 -2.8348
O4 3.2356 -1.5589 -3.7050
O5 1.6289 -3.2426 -2.8556
O6 1.0233 -0.8458 -2.9230
H1 0.1646 2.6798 2.1846
H2 1.2817 2.6695 0.8036
H3 0.7389 4.2050 1.4943
H4 -1.5249 3.8662 0.5944
H5 -0.3985 3.4897 -0.7139
H6 -2.4276 1.7641 0.2932
H7 -0.8926 1.0698 0.7942
H8 0.8024 1.4280 -0.9797
H9 0.2458 1.2445 -2.6365
H10 -1.6032 -1.0873 -2.1665
H11 -0.5504 -2.4851 -1.9235
H12 -1.1676 -2.7131 0.2552
H13 -0.9486 -1.0090 0.6040
H14 -3.1683 -0.4884 -0.2081
H15 -3.3544 -2.0961 -0.8862
H16 -3.2840 -1.2556 2.0432
H17 -2.9657 -2.9181 1.5970
H18 -5.5710 -1.3986 1.6744
H19 -5.1816 -3.0319 2.1477
H20 -4.9976 -3.5641 -0.3913
H21 -6.5719 -3.3970 0.3408
H22 -5.3260 -0.9608 -1.0048
H23 -6.1606 -2.1941 -1.9445
H24 -7.6451 3.6591 -0.8302
H25 1.1583 -1.7494 0.1239
H26 1.9190 -0.1517 -0.0703
C16 5.7755 4.1891 -1.2924
C17 4.7333 4.9626 -0.8081
C18 3.5390 4.3360 -0.4890
N3 3.3341 3.0266 -0.6194
C19 4.3461 2.2948 -1.0910
C20 5.5787 2.8255 -1.4383
H27 6.7220 4.6428 -1.5564
H28 4.8370 6.0329 -0.6898
H29 2.7015 4.9112 -0.1085
H30 4.1639 1.2336 -1.2082
H31 6.3591 2.1818 -1.8197
C21 5.2912 10.1395 2.3423
C22 5.1480 10.8728 1.1755
C23 5.3836 10.2412 -0.0368
N4 5.7456 8.9647 -0.1421
C24 5.8818 8.2748 0.9874
C25 5.6650 8.8086 2.2485
H32 5.1140 10.5967 3.3071
H33 4.8583 11.9142 1.1998
H34 5.2783 10.7834 -0.9698
H35 6.1823 7.2385 0.8740
H36 5.7868 8.1949 3.1304
C26 3.9220 -4.3572 0.2062
C27 3.4721 -5.6511 -0.0012
C28 3.8583 -6.6366 0.8954
N5 4.6403 -6.4105 1.9489
C29 5.0662 -5.1635 2.1353
C30 4.7374 -4.1071 1.2986
H37 3.6352 -3.5616 -0.4675
H38 2.8353 -5.8912 -0.8420
H39 3.5251 -7.6603 0.7643
H40 5.7034 -5.0044 2.9985
H41 5.1140 -3.1132 1.5010
C31 -4.0725 -8.1618 1.1517
C32 -3.7994 -7.2795 2.1845
C33 -3.4327 -5.9815 1.8634
N6 -3.3279 -5.5335 0.6147
C34 -3.5925 -6.3920 -0.3679
C35 -3.9671 -7.7096 -0.1538
H42 -4.3617 -9.1835 1.3605
H43 -3.8669 -7.5872 3.2188
H44 -3.2116 -5.2631 2.6464
H45 -3.4979 -6.0042 -1.3766
H46 -4.1696 -8.3618 -0.9921

These are the Mulliken partial charges, in e, on atoms 1 to 5: -0.935, -0.664, -0.101, -0.410, -0.914

=====

Here is a molecular structure, C35H47Br2CsN8OS from the OMol25 dataset. Energies are from ωB97M-V with the def2-TZVPD basis set.

Its relative energy (zero: lowest compared OMol25 entry of this formula, charge and spin) is 21.8 kcal per mole. The value obtained for the HOMO energy is -6.52 eV. Its gap between HOMO and LUMO is 6.6 eV.

Element x y z (Å)
Cs1 0.9052 0.7887 0.3464
N1 4.2801 1.3432 3.4002
C1 3.0434 1.3168 4.0321
C2 3.0401 1.5033 5.4294
C3 1.8365 1.4791 6.0917
C4 0.6617 1.2679 5.3748
C5 0.7662 1.0990 4.0107
N2 1.9265 1.1338 3.3518
C6 4.7063 1.0156 2.1175
C7 6.0953 0.9206 1.9078
C8 6.5474 0.6083 0.6476
C9 5.6323 0.3903 -0.3796
C10 4.2932 0.5062 -0.0750
N3 3.8426 0.8179 1.1411
H1 5.0424 1.4752 4.0430
H2 3.9665 1.6564 5.9684
H3 1.8095 1.6189 7.1646
H4 -0.3015 1.2355 5.8639
H5 -0.1221 0.9370 3.4054
H6 6.7896 1.0862 2.7220
H7 7.6108 0.5308 0.4623
H8 5.9517 0.1433 -1.3816
H9 3.5313 0.3575 -0.8362
C11 0.8454 4.5522 1.4613
C12 0.6849 4.7162 -0.0269
C13 0.6734 5.9906 -0.6252
C14 0.5433 6.0850 -1.9850
C15 0.4145 4.9177 -2.7613
C16 0.2917 4.9105 -4.1848
Br1 0.3030 6.5342 -5.1618
C17 0.1698 3.7262 -4.8444
C18 0.1519 2.5012 -4.1543
Br2 -0.0451 0.9095 -5.1641
C19 0.2481 2.3935 -2.7702
O1 0.2201 1.3380 -2.0756
C20 0.4045 3.6839 -2.0744
N4 0.5373 3.6190 -0.7359
H10 0.9182 5.5144 1.9663
H11 1.7387 3.9688 1.6978
H12 -0.0010 4.0043 1.8830
H13 0.7744 6.8748 -0.0095
H14 0.5387 7.0488 -2.4759
H15 0.0791 3.6988 -5.9222
C21 -2.2896 -6.3837 -0.5078
C22 -3.0078 -6.2630 0.8305
C23 -3.4332 -4.8447 1.2132
C24 -2.2844 -3.8480 1.3115
N5 -1.9049 -3.3548 -0.0014
C25 -0.6796 -2.8911 -0.3410
S1 0.5653 -2.8073 0.7927
N6 -0.5571 -2.4925 -1.6165
C26 0.6336 -1.9534 -2.2576
C27 1.0521 -2.7971 -3.4551
C28 1.5080 -4.2003 -3.0741
C29 1.8671 -5.0420 -4.2894
H16 -2.0848 -7.4291 -0.7413
H17 -1.3366 -5.8538 -0.5105
H18 -2.8949 -5.9818 -1.3251
H19 -2.3645 -6.6579 1.6219
H20 -3.8957 -6.9009 0.8225
H21 -3.9387 -4.8805 2.1803
H22 -4.1857 -4.4672 0.5091
H23 -1.4061 -4.3102 1.7620
H24 -2.5585 -3.0030 1.9530
H25 -2.6109 -3.4055 -0.7196
H26 -1.3852 -2.5309 -2.1928
H27 1.4225 -1.9673 -1.5041
H28 0.4634 -0.9112 -2.5428
H29 1.8545 -2.2658 -3.9750
H30 0.2271 -2.8540 -4.1756
H31 0.7221 -4.6950 -2.4951
H32 2.3653 -4.1260 -2.3987
H33 1.0055 -5.1662 -4.9492
H34 2.2149 -6.0370 -4.0099
H35 2.6568 -4.5668 -4.8750
C30 -2.7963 0.9130 2.0491
C31 -4.3306 0.9999 1.8277
N7 -4.6140 1.3355 0.4336
C32 -3.9580 2.6017 0.1051
C33 -2.4223 2.4666 0.2720
N8 -2.0948 1.1289 0.7820
C34 -2.5486 0.1313 -0.1924
C35 -4.0742 0.2850 -0.4285
H36 -2.5010 -0.0650 2.4418
H37 -2.4563 1.6721 2.7597
H38 -4.7820 1.7645 2.4638
H39 -4.8216 0.0512 2.0571
H40 -4.3682 3.3746 0.7591
H41 -4.2221 2.8671 -0.9203
H42 -2.0210 3.2086 0.9669
H43 -1.8977 2.5979 -0.6755
H44 -2.2999 -0.8555 0.2028
H45 -1.9780 0.2808 -1.1135
H46 -4.6088 -0.6439 -0.2106
H47 -4.2903 0.5547 -1.4644

These are the Mulliken partial charges, in e, on atoms 1 to 5: 0.958, -0.053, 0.581, -0.720, -0.564

=====

Here is a molecular structure, C35H47Br2CsN8OS from the OMol25 dataset. Energies are from ωB97M-V with the def2-TZVPD basis set.

Its relative energy (zero: lowest compared OMol25 entry of this formula, charge and spin) is 44.5 kcal per mole. The value obtained for the HOMO energy is -6.42 eV. Its gap between HOMO and LUMO is 6.5 eV.

Element x y z (Å)
Cs1 0.1369 0.0093 -0.6562
N1 -4.1190 -1.6711 0.3409
C1 -3.1395 -2.6094 0.5753
C2 -3.5658 -3.9265 0.8289
C3 -2.6247 -4.8851 1.1199
C4 -1.2813 -4.5215 1.1352
C5 -0.9633 -3.2095 0.8381
N2 -1.8577 -2.2701 0.5691
C6 -4.0876 -0.2987 0.2131
C7 -5.3288 0.3624 0.1908
C8 -5.3453 1.7382 0.1201
C9 -4.1346 2.4186 0.0507
C10 -2.9693 1.6746 0.0368
N3 -2.9364 0.3501 0.1194
H1 -5.0544 -2.0526 0.3627
H2 -4.6172 -4.1722 0.7947
H3 -2.9250 -5.9003 1.3334
H4 -0.5120 -5.2387 1.3684
H5 0.0666 -2.8828 0.8168
H6 -6.2481 -0.2025 0.2319
H7 -6.2832 2.2729 0.1203
H8 -4.1030 3.4957 0.0086
H9 -2.0064 2.1628 -0.0404
C11 2.9415 -2.9279 0.3402
C12 3.7232 -1.6714 0.0720
C13 5.1261 -1.7145 -0.0100
C14 5.8152 -0.5603 -0.2557
C15 5.1227 0.6543 -0.4175
C16 5.7365 1.8870 -0.6876
Br1 7.6437 2.0125 -0.8794
C17 4.9952 3.0353 -0.8438
C18 3.6243 2.9689 -0.7268
Br2 2.5698 4.5335 -0.9599
C19 2.8864 1.7954 -0.4650
O1 1.6316 1.7902 -0.3913
C20 3.7010 0.6002 -0.3105
N4 3.0539 -0.5512 -0.0782
H10 3.6128 -3.7817 0.4121
H11 2.2200 -3.1113 -0.4577
H12 2.3906 -2.8368 1.2770
H13 5.6487 -2.6513 0.1159
H14 6.8926 -0.5684 -0.3301
H15 5.4818 3.9751 -1.0614
C21 -2.7742 -1.2861 -7.2141
C22 -3.8875 -0.4223 -6.6319
C23 -3.4086 0.9606 -6.1854
C24 -2.3191 0.9131 -5.1134
N5 -1.0045 0.6812 -5.6662
C25 -0.0654 -0.0933 -5.0795
S1 -0.4397 -1.1121 -3.8174
N6 1.1686 -0.0352 -5.6198
C26 2.3312 -0.7446 -5.1373
C27 2.6641 -1.9819 -5.9767
C28 1.6488 -3.1044 -5.7731
C29 1.9779 -4.3342 -6.6106
H16 -3.1846 -2.2224 -7.5860
H17 -2.0334 -1.5202 -6.4541
H18 -2.2847 -0.7736 -8.0408
H19 -4.3298 -0.9375 -5.7759
H20 -4.6730 -0.2912 -7.3814
H21 -4.2619 1.5042 -5.7745
H22 -3.0476 1.5220 -7.0513
H23 -2.5198 0.1001 -4.4106
H24 -2.3118 1.8610 -4.5568
H25 -0.7107 1.3231 -6.3901
H26 1.3071 0.5416 -6.4370
H27 2.1387 -1.0431 -4.1022
H28 3.1776 -0.0510 -5.1528
H29 3.6571 -2.3336 -5.6882
H30 2.7025 -1.7045 -7.0342
H31 0.6516 -2.7449 -6.0349
H32 1.6309 -3.3776 -4.7150
H33 1.9451 -4.0970 -7.6726
H34 1.2582 -5.1261 -6.4145
H35 2.9727 -4.7064 -6.3719
C30 0.2826 -0.7465 3.7754
C31 0.3701 -0.4690 5.2957
N7 0.3291 0.9681 5.5347
C32 1.4490 1.6041 4.8477
C33 1.3569 1.3284 3.3289
N8 0.1778 0.5144 3.0504
C34 -1.0135 1.2312 3.4927
C35 -0.9224 1.5045 5.0136
H36 -0.5923 -1.3535 3.5271
H37 1.1750 -1.2652 3.4172
H38 1.2995 -0.8515 5.7238
H39 -0.4638 -0.9216 5.8380
H40 2.3707 1.2050 5.2765
H41 1.4093 2.6726 5.0682
H42 2.2339 0.7911 2.9636
H43 1.2719 2.2527 2.7565
H44 -1.8864 0.6222 3.2441
H45 -1.0741 2.1622 2.9263
H46 -1.7414 1.0302 5.5601
H47 -0.9430 2.5739 5.2342

These are the Mulliken partial charges, in e, on atoms 1 to 5: 1.126, -0.003, 0.613, -0.736, -0.609